Model one:
18
Properties=species:S:1:pos:R:3:lowdin_charge:R:1 method="wB97M-V/def2-TZVPD" charge=0 orbital_gap_ev=8.015
C 2.769 0.661 -1.007 -0.066
C 1.658 1.575 -0.604 -0.078
O -0.294 0.037 -0.101 -0.011
C 0.000 -0.596 0.944 -0.696
O -0.003 -1.805 1.132 0.051
N 0.735 0.175 1.963 0.164
C 1.406 1.302 1.838 -0.048
C 1.519 2.095 0.671 -0.092
H 3.153 0.064 -0.170 0.089
H 2.404 -0.039 -1.775 0.094
H 3.581 1.242 -1.464 0.095
H 1.263 2.205 -1.408 0.121
H 0.627 -0.200 2.901 0.159
H 1.875 1.662 2.757 0.136
H 1.299 3.156 0.791 0.119
O -2.374 -2.181 -1.884 -0.074
H -1.762 -1.733 -1.294 -0.001
H -3.230 -2.181 -1.419 0.039

***

Model two:
18
Properties=species:S:1:pos:R:3:lowdin_charge:R:1 method="wB97M-V/def2-TZVPD" smiles="C[C@]1(C(=O)O)NCCO1" charge=0 orbital_gap_ev=9.703
C -2.489 0.274 -0.148 -0.486
C 0.974 0.803 -0.203 -0.191
C 0.514 1.193 1.237 -0.147
C -1.044 -0.188 0.208 -0.427
C -1.027 -1.857 0.440 0.053
N -0.131 0.248 -0.829 0.033
O -3.110 0.846 0.856 0.126
O -2.991 -0.060 -1.191 0.117
O -0.602 0.374 1.410 -0.102
H 1.371 1.671 -0.755 0.125
H 1.739 0.039 -0.028 0.116
H 1.322 0.939 2.009 0.137
H 0.238 2.163 1.595 0.107
H 0.026 -1.979 0.621 0.060
H -1.220 -2.104 -0.616 0.072
H -1.785 -2.233 1.213 0.112
H -2.523 0.967 1.690 0.171
H 0.141 -0.433 -1.502 0.125

***

Stability ranking, top entry: model two; the second entry is 0.874 eV less favorable.

***

Model one:
19
Properties=species:S:1:pos:R:3:lowdin_charge:R:1 method="wB97M-V/def2-TZVPD" charge=0 orbital_gap_ev=9.025
C 2.691 0.113 0.425 -0.304
C 0.070 -0.793 0.473 -0.389
C -0.686 0.115 -0.580 -0.615
C -2.102 0.332 -0.267 -0.458
H 2.788 1.173 -0.292 0.095
H 2.111 0.271 1.646 0.123
H 3.774 -0.441 0.434 0.074
H -0.308 -1.868 0.900 0.131
H 0.341 -0.060 1.412 0.104
H -0.423 0.002 -1.723 0.151
H -0.134 2.046 -1.229 0.142
H -0.196 1.767 0.512 0.091
H -2.554 1.021 -0.896 0.053
H -2.173 0.694 0.805 0.089
H -4.180 -0.897 -0.205 -0.099
N 0.191 1.363 -0.392 -0.055
O 2.125 -2.373 -0.451 -0.560
S 1.525 -1.004 -0.525 0.798
S -2.859 -1.460 -0.048 0.630

***

Model two:
19
Properties=species:S:1:pos:R:3:lowdin_charge:R:1 method="wB97M-V/def2-TZVPD" smiles="CNC=O.CSSC" charge=0 orbital_gap_ev=9.452
O 0.389 -3.419 -1.226 -0.003
C 0.036 -3.858 -2.311 -0.384
N -0.376 -3.086 -3.346 -0.048
C -0.426 -1.640 -3.233 -0.087
H 0.019 -4.948 -2.552 0.131
H -0.653 -3.547 -4.216 0.134
H -1.113 -1.332 -2.427 0.083
H -0.787 -1.215 -4.184 0.086
H 0.574 -1.227 -3.019 0.090
S -1.756 1.019 2.036 0.405
S -3.265 0.472 0.780 0.396
C -0.293 0.761 1.008 -0.494
C -3.324 -1.318 1.014 -0.495
H 0.585 1.072 1.598 0.032
H -0.333 1.370 0.089 0.032
H -0.169 -0.298 0.723 0.029
H -2.387 -1.808 0.698 0.027
H -3.521 -1.581 2.066 0.034
H -4.149 -1.706 0.394 0.031

***

Stability ranking, top entry: model two; the second entry is 5.209 eV less favorable.